18
Properties=species:S:1:pos:R:3:nbo_charge:R:1 method="wB97M-V/def2-TZVPD" multiplicity=1 total_energy_ha=-326.98777 lumo_energy_ev=0.74
C 3.0773 0.4668 -0.4748 -0.864
N 0.6788 0.3658 -0.3646 -0.456
C 0.3758 0.0318 0.7866 0.727
O 0.5025 -0.2280 1.9388 -0.560
C -1.0676 -0.0081 -0.2845 -0.115
C -1.4396 -1.4646 -0.1122 -0.638
C -1.9801 0.9774 0.3928 -0.633
H 3.3669 1.4004 -1.0029 0.221
H 3.6391 -0.4221 -0.7434 0.211
H 3.0594 0.4816 0.6270 0.213
H 2.1009 -0.0095 -0.8216 0.266
H -0.9912 0.2788 -1.3235 0.263
H -1.5068 -1.7777 0.9359 0.227
H -0.7303 -2.1411 -0.5974 0.231
H -2.4187 -1.5653 -0.5866 0.228
H -2.9627 0.8951 -0.0827 0.226
H -2.0566 0.7064 1.4467 0.221
H -1.6470 2.0125 0.2666 0.232